{"formula": "C39H105N3O12", "method": "ωB97M-V with the def2-TZVPD basis set", "symbols": ["C", "O", "C", "C", "C", "N", "H", "H", "H", "H", "H", "H", "H", "H", "H", "H", "H", "C", "O", "C", "C", "C", "N", "H", "H", "H", "H", "H", "H", "H", "H", "H", "H", "H", "C", "O", "C", "C", "C", "N", "H", "H", "H", "H", "H", "H", "H", "H", "H", "H", "H", "C", "C", "C", "O", "H", "H", "H", "H", "H", "H", "H", "H", "C", "C", "C", "O", "H", "H", "H", "H", "H", "H", "H", "H", "C", "C", "C", "O", "H", "H", "H", "H", "H", "H", "H", "H", "C", "C", "C", "O", "H", "H", "H", "H", "H", "H", "H", "H", "C", "C", "C", "O", "H", "H", "H", "H", "H", "H", "H", "H", "C", "C", "C", "O", "H", "H", "H", "H", "H", "H", "H", "H", "C", "C", "C", "O", "H", "H", "H", "H", "H", "H", "H", "H", "C", "C", "C", "O", "H", "H", "H", "H", "H", "H", "H", "H", "C", "C", "C", "O", "H", "H", "H", "H", "H", "H", "H", "H"], "coordinates": [[0.49243, 5.39774, -1.72080], [-0.33226, 5.53514, -0.63339], [-1.08790, 4.34087, -0.47681], [-2.06580, 4.37454, 0.68421], [-3.16474, 5.40328, 0.48851], [-1.20070, 4.82701, 1.79266], [1.24446, 4.69293, -1.36612], [0.99820, 6.34969, -1.88231], [0.03958, 5.08602, -2.66200], [-1.64808, 4.14166, -1.39038], [-0.39345, 3.52228, -0.28776], [-2.51360, 3.38282, 0.74792], [-3.80841, 5.06725, -0.32444], [-2.87381, 6.38633, 0.11828], [-3.77998, 5.46871, 1.38589], [-0.35280, 5.15015, 1.34910], [-1.59341, 5.63854, 2.24795], [0.75556, 2.21384, -2.69595], [-0.53444, 2.61262, -3.12063], [-0.55349, 2.99668, -4.56615], [-1.97182, 3.49894, -4.87682], [-3.02556, 2.39232, -5.06993], [-2.01106, 4.56251, -5.92250], [1.05665, 1.28255, -3.17569], [0.78472, 2.02808, -1.62229], [1.48933, 2.98104, -2.94310], [0.17061, 3.79602, -4.72372], [-0.25584, 2.14208, -5.17374], [-2.21016, 4.08012, -3.98603], [-4.01183, 2.83044, -5.22293], [-3.16802, 1.75004, -4.20086], [-2.78584, 1.72529, -5.89800], [-1.20097, 5.15279, -5.79833], [-1.94407, 4.26949, -6.88673], [1.64922, -2.28559, -0.06432], [0.29319, -1.92056, -0.33275], [-0.37540, -1.43112, 0.87875], [-1.66145, -0.78426, 0.42077], [-1.41357, 0.35433, -0.62802], [-2.44352, -0.40216, 1.53104], [2.14065, -2.72249, -0.93364], [1.79076, -3.09292, 0.65420], [2.17998, -1.40294, 0.29250], [-0.63577, -2.21968, 1.58477], [0.25113, -0.70249, 1.39320], [-2.20308, -1.60572, -0.04822], [-0.85594, 1.19781, -0.22097], [-2.34225, 0.80259, -0.98118], [-0.87883, 0.04908, -1.52745], [-2.14874, 0.44712, 1.99140], [-3.34594, -0.12675, 1.17066], [5.25912, -0.59086, 0.15292], [6.22857, -0.04777, 1.19923], [7.64545, -0.52707, 0.97852], [6.21131, 1.34080, 1.12570], [4.24235, -0.22179, 0.28739], [5.26101, -1.67602, 0.25540], [5.54648, -0.43591, -0.88704], [5.99579, -0.29066, 2.23601], [7.64172, -1.59908, 0.78139], [8.28289, -0.34667, 1.84410], [8.06946, -0.09401, 0.07255], [5.38481, 1.62184, 1.52509], [-8.26880, 2.66403, 2.11401], [-7.28772, 2.19496, 0.99111], [-5.84228, 2.12798, 1.37840], [-7.66449, 0.99259, 0.45269], [-9.24089, 2.59647, 1.62555], [-7.99115, 3.70552, 2.27618], [-8.14853, 1.98012, 2.95418], [-7.39447, 2.93101, 0.19429], [-5.18111, 1.77091, 0.58882], [-5.59555, 1.61872, 2.31000], [-5.58645, 3.18633, 1.42890], [-6.99037, 0.67497, -0.15253], [0.30356, -5.40535, 2.19829], [-0.09963, -6.34662, 1.07876], [0.64625, -6.09505, -0.26784], [0.04471, -7.69313, 1.50954], [-0.23862, -5.63549, 3.11544], [0.04964, -4.40070, 1.86019], [1.38616, -5.50607, 2.27537], [-1.16911, -6.24172, 0.89627], [1.71561, -6.29059, -0.18821], [0.47597, -5.09756, -0.67294], [0.38101, -6.82690, -1.03082], [-0.52008, -7.73030, 2.28493], [2.68685, 3.63099, 0.97576], [2.76303, 2.66039, 2.19117], [2.29124, 1.21698, 1.87556], [4.11363, 2.68439, 2.62674], [3.15219, 3.33016, 0.03711], [3.13403, 4.57586, 1.28456], [1.64395, 3.74768, 0.68109], [2.15136, 3.08518, 2.98711], [2.45224, 0.97917, 0.82408], [1.21158, 1.17178, 2.01839], [2.66587, 0.49033, 2.59649], [4.15449, 2.17756, 3.44102], [-1.00589, -0.71962, -4.86611], [-0.07064, -0.57361, -6.09064], [0.47566, -1.98095, -6.42468], [-0.81822, -0.13058, -7.20278], [-1.82721, -1.38338, -5.13622], [-1.50463, 0.21234, -4.60002], [-0.40743, -1.04771, -4.01623], [0.73564, 0.12679, -5.87279], [0.97237, -2.45093, -5.57586], [1.23217, -1.89069, -7.20419], [-0.28145, -2.60131, -6.90430], [-1.59295, -0.66995, -7.37733], [5.69180, -3.94604, 3.76415], [4.45261, -3.13436, 3.29619], [3.17437, -3.76377, 3.78699], [4.33218, -1.79232, 3.70565], [5.64826, -4.95337, 3.35003], [5.57091, -4.10491, 4.83572], [6.61555, -3.45455, 3.45882], [4.42798, -3.14785, 2.20655], [2.26769, -3.18912, 3.59773], [3.18587, -3.97151, 4.85695], [3.21168, -4.73792, 3.29939], [4.08654, -1.77240, 4.63348], [-5.18377, -1.61067, 3.47122], [-4.29591, -2.83366, 3.23729], [-4.37736, -3.36342, 1.79690], [-2.96789, -2.42126, 3.50538], [-5.05135, -0.92534, 2.63403], [-4.90879, -1.17315, 4.43095], [-6.21245, -1.97092, 3.48281], [-4.43479, -3.58014, 4.01934], [-5.37444, -3.69375, 1.50565], [-3.55522, -4.07491, 1.71963], [-4.21957, -2.67111, 0.96991], [-2.65293, -1.85644, 2.79588], [-2.56863, 2.77337, 4.50327], [-1.25646, 2.21633, 3.95649], [-0.98225, 0.75190, 4.40389], [-1.51897, 2.19186, 2.58251], [-2.65970, 2.64840, 5.58225], [-3.44961, 2.25010, 4.13156], [-2.69052, 3.81761, 4.21548], [-0.45323, 2.89504, 4.24330], [-1.88609, 0.16992, 4.22372], [-0.81806, 0.69673, 5.48004], [-0.14444, 0.32691, 3.85110], [-1.53818, 3.11879, 2.33343], [3.75222, -1.83737, -3.50408], [4.03249, -3.33849, -3.28168], [4.31182, -4.05011, -4.58539], [5.13808, -3.40894, -2.37035], [2.86557, -1.70344, -4.12377], [4.64187, -1.47381, -4.01832], [3.67179, -1.24359, -2.59356], [3.20321, -3.71631, -2.68364], [4.41968, -5.12253, -4.42291], [5.22893, -3.73578, -5.08360], [3.46769, -3.92680, -5.26387], [5.37791, -4.33848, -2.36390]], "lowdin_charge": [-0.117, -0.173, -0.204, -0.391, -0.056, 0.066, 0.071, 0.102, 0.083, 0.124, 0.102, 0.127, 0.077, 0.086, 0.078, 0.072, 0.090, -0.129, -0.227, -0.139, -0.399, -0.051, 0.036, 0.082, 0.067, 0.083, 0.109, 0.104, 0.121, 0.075, 0.070, 0.067, 0.056, 0.065, -0.088, -0.178, -0.155, -0.415, -0.018, 0.068, 0.071, 0.070, 0.066, 0.111, 0.102, 0.135, 0.055, 0.073, 0.059, 0.050, 0.079, -0.042, -0.516, -0.054, -0.047, 0.045, 0.066, 0.083, 0.123, 0.073, 0.079, 0.083, 0.040, -0.021, -0.549, -0.062, -0.036, 0.078, 0.078, 0.081, 0.127, 0.071, 0.077, 0.072, 0.089, -0.048, -0.489, -0.037, -0.051, 0.087, 0.061, 0.065, 0.125, 0.075, 0.068, 0.072, 0.081, -0.029, -0.433, -0.036, -0.058, 0.081, 0.087, 0.046, 0.127, 0.064, 0.045, 0.081, 0.099, -0.048, -0.477, -0.059, -0.059, 0.087, 0.041, 0.076, 0.127, 0.061, 0.075, 0.081, 0.089, -0.033, -0.498, -0.078, -0.061, 0.077, 0.075, 0.076, 0.125, 0.084, 0.084, 0.071, 0.088, -0.055, -0.476, -0.050, -0.100, 0.053, 0.080, 0.077, 0.135, 0.076, 0.074, 0.058, 0.008, -0.053, -0.470, -0.027, -0.123, 0.077, 0.074, 0.071, 0.130, 0.065, 0.080, 0.063, 0.002, -0.044, -0.491, -0.052, -0.060, 0.061, 0.084, 0.063, 0.115, 0.077, 0.089, 0.075, 0.080], "total_charge": 0, "smiles": "COC[C@H](C)N.COC[C@H](C)N.COC[C@H](C)N.CC(C)O.CC(C)O.CC(C)O.CC(C)O.CC(C)O.CC(C)O.CC(C)O.CC(C)O.CC(C)O", "orbital_gap_ev": 9.6552, "energy_ha": -2615.90195}